The following is a DFT calculation (wB97M-V/def2-TZVPD) of a 8-piece molecular cluster, C38H63N3O31S8 overall at a distorted geometry.

```
143
Properties=species:S:1:pos:R:3:lowdin_charge:R:1
C -5.550 4.582 0.320 -0.129
C -5.474 4.207 1.879 -0.244
C -4.894 2.742 2.194 -0.159
C -5.090 1.672 0.999 -0.186
O -3.813 1.594 0.291 -0.144
C -3.577 0.289 -0.237 -0.166
C -3.254 -0.962 0.651 -0.096
C -3.101 -0.907 2.268 -0.130
C -1.608 -1.526 2.555 -0.165
C -0.761 -0.680 3.619 -0.223
O -0.696 0.741 3.354 -0.244
C 0.334 1.065 2.388 -0.090
C -3.024 -2.342 -0.035 0.047
C -3.083 -2.575 -1.572 -0.151
O -2.834 -3.845 -2.205 -0.129
C -1.495 -3.791 -2.793 -0.213
C -0.395 -4.589 -1.899 -0.192
C 0.687 -3.523 -1.322 -0.127
C -3.400 -1.327 -2.450 -0.122
C -3.636 0.073 -1.771 -0.292
S -3.953 1.458 -2.987 0.894
C -2.701 1.043 -4.315 -0.341
C -1.829 2.115 -5.031 -0.141
C -1.962 3.679 -4.687 -0.254
N -3.379 4.156 -4.635 -0.046
C -0.793 1.576 -6.087 0.008
C -0.660 0.041 -6.361 -0.220
N 0.339 -0.526 -7.319 0.026
C -1.569 -1.029 -5.648 0.021
C -2.587 -0.499 -4.614 -0.187
N -3.448 -1.466 -3.911 0.034
H -6.510 4.123 -0.124 0.071
H -5.522 5.717 0.136 0.076
H -4.687 4.110 -0.286 0.076
H -6.508 4.304 2.361 0.104
H -4.753 4.968 2.365 0.104
H -3.765 2.838 2.353 0.112
H -5.327 2.354 3.191 0.110
H -5.986 1.889 0.327 0.115
H -5.321 0.665 1.524 0.116
H -3.887 -1.532 2.808 0.111
H -3.095 0.201 2.593 0.104
H -1.690 -2.644 2.811 0.119
H -1.019 -1.487 1.559 0.099
H 0.333 -1.062 3.608 0.122
H -1.161 -0.914 4.671 0.119
H 1.336 1.205 2.930 0.092
H 0.485 0.223 1.624 0.093
H 0.006 1.998 1.802 0.108
H -2.757 -3.249 0.616 0.112
H -1.514 -4.206 -3.873 0.124
H -1.091 -2.715 -2.886 0.114
H -0.892 -5.204 -1.069 0.114
H 0.165 -5.268 -2.651 0.104
H 1.699 -4.038 -1.113 0.075
H 0.290 -2.983 -0.400 0.061
H 0.921 -2.723 -2.121 0.079
H -1.479 3.803 -3.643 0.122
H -1.380 4.356 -5.393 0.116
H -3.751 4.115 -3.665 0.031
H -3.372 5.175 -4.845 0.069
H -0.100 2.277 -6.683 0.099
H 0.520 -1.477 -6.933 0.059
H 1.223 -0.021 -7.096 0.065
H -1.473 -2.151 -5.835 0.093
H -3.302 -2.432 -4.229 0.111
O 2.984 -1.879 -6.946 -0.248
S 3.420 -1.547 -8.271 0.634
O 3.603 -0.198 -8.714 -0.215
O 2.459 -2.313 -9.328 -0.190
C 3.246 -3.162 -10.164 -0.166
C 4.450 -3.553 -9.320 -0.172
O 4.780 -2.377 -8.581 -0.192
H 3.550 -2.588 -11.043 0.136
H 2.666 -4.030 -10.481 0.138
H 5.296 -3.876 -9.926 0.138
H 4.193 -4.340 -8.606 0.133
O -6.746 0.679 6.813 -0.230
S -5.636 1.413 7.343 0.648
O -5.789 2.477 8.288 -0.224
O -4.740 1.945 6.102 -0.199
C -3.414 1.445 6.209 -0.173
C -3.544 0.123 6.949 -0.175
O -4.558 0.348 7.932 -0.192
H -2.822 2.161 6.786 0.136
H -2.972 1.324 5.219 0.124
H -2.610 -0.183 7.420 0.136
H -3.891 -0.671 6.281 0.130
O 2.443 -2.037 1.176 -0.250
S 3.463 -2.100 2.184 0.637
O 3.744 -3.290 2.933 -0.241
O 3.222 -0.879 3.222 -0.208
C 4.387 -0.046 3.262 -0.173
C 5.027 -0.186 1.888 -0.212
O 4.848 -1.563 1.538 -0.187
H 5.046 -0.423 4.046 0.119
H 4.113 0.979 3.484 0.093
H 6.076 0.075 1.890 0.096
H 4.503 0.422 1.148 0.123
O 5.297 3.516 1.903 -0.207
S 5.162 3.470 3.328 0.658
O 5.514 2.318 4.104 -0.233
O 3.646 3.906 3.708 -0.192
C 3.677 5.045 4.570 -0.168
C 4.956 5.786 4.210 -0.170
O 5.918 4.761 3.955 -0.182
H 3.704 4.689 5.604 0.134
H 2.789 5.659 4.421 0.138
H 5.296 6.442 5.012 0.138
H 4.831 6.368 3.293 0.135
O -10.858 1.559 0.678 -0.222
S -9.483 1.280 0.965 0.652
O -8.466 2.292 0.961 -0.236
O -9.003 0.060 0.010 -0.188
C -8.541 -1.026 0.815 -0.168
C -9.315 -0.916 2.119 -0.171
O -9.409 0.485 2.378 -0.188
H -7.468 -0.895 0.980 0.123
H -8.716 -1.976 0.309 0.137
H -8.817 -1.427 2.943 0.137
H -10.331 -1.308 2.010 0.133
O 7.115 0.121 3.467 -0.255
S 8.383 -0.455 3.811 0.685
O 9.597 0.302 3.842 -0.209
O 8.611 -1.765 2.882 -0.180
C 8.786 -2.915 3.710 -0.166
C 8.008 -2.617 4.982 -0.166
O 8.222 -1.227 5.230 -0.183
H 9.854 -3.027 3.917 0.133
H 8.420 -3.809 3.203 0.139
H 8.347 -3.216 5.827 0.137
H 6.935 -2.772 4.834 0.133
O 5.867 0.028 -0.485 -0.227
S 6.689 -0.226 -1.632 0.678
O 7.998 0.330 -1.788 -0.216
O 5.820 0.111 -2.960 -0.182
C 5.733 -1.052 -3.784 -0.167
C 5.828 -2.230 -2.826 -0.168
O 6.784 -1.832 -1.843 -0.186
H 6.576 -1.040 -4.481 0.134
H 4.798 -1.052 -4.346 0.133
H 6.147 -3.146 -3.324 0.136
H 4.875 -2.405 -2.319 0.133
```

Results
Kohn-Sham gap	7.325	eV
strongest force on any atom	4.674	eV Å⁻¹
2S+1	1
LUMO level	0.064	eV
SMILES	CCCCOc1c(CCCOC)cc(OCCC)c2c1Sc1c(CN)cc(N)cc1N2.O=S1(=O)OCCO1.O=S1(=O)OCCO1.O=S1(=O)OCCO1.O=S1(=O)OCCO1.O=S1(=O)OCCO1.O=S1(=O)OCCO1.O=S1(=O)OCCO1

=====

The following is a DFT calculation (wB97M-V/def2-TZVPD) of C3H9NO2 as an isolated structure at a distorted geometry.

```
15
Properties=species:S:1:pos:R:3:lowdin_charge:R:1
C 1.076 1.128 0.012 -0.049
N -0.374 0.838 -0.033 -0.130
C -0.804 0.279 -1.328 -0.054
H 1.326 1.782 0.839 0.092
H 1.575 0.165 0.107 0.087
H 1.396 1.586 -0.926 0.086
H -0.889 1.677 0.180 0.142
H -0.525 -0.056 0.769 0.016
H -0.550 0.977 -2.127 0.085
H -1.886 0.164 -1.314 0.095
H -0.318 -0.686 -1.459 0.083
O 0.541 -2.226 0.231 -0.021
C 0.004 -1.991 1.297 -0.505
O -0.634 -0.923 1.625 -0.046
H 0.061 -2.714 2.127 0.120
```

Results
energy above the lowest of the compared OMol25 structures with the same formula, charge and spin	1.0261	eV
Kohn-Sham gap	10.082	eV
strongest force on any atom	1.053	eV Å⁻¹
2S+1	1
LUMO level	0.686	eV

=====

The following is a DFT calculation (wB97M-V/def2-TZVPD) of C18H40InN4O3P as an isolated structure at a distorted geometry.

```
67
Properties=species:S:1:pos:R:3:lowdin_charge:R:1
C 3.680 -3.578 1.990 -0.188
C 3.657 -2.068 2.141 -0.269
In 2.922 -0.903 0.339 0.672
C 0.859 -1.690 -0.338 -0.289
C 0.176 -0.771 -1.512 -0.381
N 0.987 0.441 -1.922 -0.064
C 4.389 -1.286 -1.363 -0.302
C 5.691 -0.288 -1.216 -0.368
N 6.667 -0.870 -0.181 -0.067
C 2.784 1.337 0.639 -0.358
C 3.519 1.897 2.009 -0.292
P 2.166 2.422 3.299 0.770
O 2.923 2.477 4.717 -0.408
O 1.530 4.020 3.029 -0.295
C 0.939 4.174 1.691 -0.288
C 2.115 4.709 0.668 -0.104
O 0.986 1.143 3.300 -0.286
C -0.345 1.600 3.728 -0.274
C -1.369 1.356 2.465 -0.117
H 2.647 -4.163 1.871 0.039
H 4.661 -4.215 1.918 0.031
H 4.031 -1.629 3.160 0.014
H 0.131 -1.670 0.585 0.017
H 0.977 -2.774 -0.772 0.031
H -0.088 -1.376 -2.505 0.102
H -0.880 -0.403 -1.098 0.058
H 1.254 0.394 -2.944 0.075
H 0.373 1.297 -1.799 0.068
H 4.711 -2.408 -1.286 0.030
H 3.813 -1.059 -2.375 0.031
H 6.196 -0.146 -2.280 0.097
H 5.327 0.751 -0.813 0.082
H 6.449 -1.890 -0.015 0.054
H 6.398 -0.403 0.727 0.053
H 3.196 1.877 -0.341 0.043
H 1.624 1.602 0.663 0.006
H 4.273 1.106 2.484 0.096
H 4.207 2.822 1.704 0.093
H 0.344 3.246 1.299 0.085
H 0.142 5.060 1.770 0.129
H 2.164 4.009 -0.293 0.078
H 1.987 5.856 0.366 0.085
H 3.129 4.669 1.282 0.082
H -0.379 2.673 4.192 0.125
H -0.698 0.860 4.594 0.137
H -1.734 0.223 2.548 0.075
H -2.345 2.012 2.493 0.077
H -0.831 1.413 1.401 0.072
C -7.880 -1.542 -3.923 -0.078
C -7.029 -2.475 -3.082 -0.169
N -5.926 -1.821 -2.362 -0.046
C -5.488 -0.508 -2.473 0.011
C -4.402 -0.377 -1.655 0.021
N -4.203 -1.609 -1.057 -0.084
C -5.145 -2.465 -1.477 -0.001
C -3.138 -1.945 -0.121 0.018
H -7.278 -1.038 -4.685 0.083
H -8.669 -2.100 -4.435 0.091
H -8.353 -0.776 -3.299 0.088
H -6.583 -3.246 -3.722 0.135
H -7.658 -2.977 -2.338 0.133
H -5.995 0.181 -3.127 0.129
H -3.737 0.438 -1.427 0.140
H -5.250 -3.500 -1.169 0.177
H -2.556 -2.774 -0.531 0.114
H -3.583 -2.237 0.834 0.109
H -2.483 -1.083 0.030 0.070
```

Results
Kohn-Sham gap	3.973	eV
strongest force on any atom	6.660	eV Å⁻¹
2S+1	1
LUMO level	-1.394	eV

=====

The following is a DFT calculation (wB97M-V/def2-TZVPD) of a 2-piece molecular cluster, C8H13F4NO10PS overall at a distorted geometry.

```
38
Properties=species:S:1:pos:R:3:lowdin_charge:R:1
O 2.574 -4.103 0.913 0.129
C 3.312 -3.363 0.342 -0.582
F 4.213 -2.651 1.063 0.095
N 3.464 -3.179 -1.003 -0.039
C 4.330 -2.125 -1.348 -0.579
O 5.208 -2.231 -2.163 0.144
F 4.106 -0.949 -0.775 0.127
P 1.879 -3.087 -1.990 0.672
O 0.437 -2.935 -2.978 -0.231
C -0.664 -2.816 -2.180 -0.453
F -1.691 -2.281 -2.844 0.090
C -0.201 -1.826 -1.059 -0.624
O -0.191 -0.527 -1.487 0.057
S -1.499 -2.019 0.279 0.705
O -2.652 -1.211 0.057 -0.262
O -1.823 -3.388 0.448 -0.254
F -0.856 -1.536 1.627 -0.143
O 1.033 -2.181 -0.700 -0.197
H 2.271 -1.790 -2.471 0.053
H 2.533 -3.758 -3.066 0.016
H 1.468 -4.307 -1.409 0.057
H -0.873 -3.813 -1.820 0.145
H 0.701 -0.235 -1.288 0.124
C -1.413 4.783 3.655 -0.069
C -1.475 5.421 2.282 -0.224
O -1.054 4.522 1.253 0.030
C -1.936 3.569 0.929 -0.621
O -3.032 3.440 1.409 0.120
O -1.394 2.813 -0.008 0.020
C -2.190 1.676 -0.405 -0.024
H -0.412 4.396 3.846 0.081
H -1.663 5.515 4.423 0.076
H -2.109 3.950 3.731 0.073
H -0.785 6.262 2.233 0.118
H -2.473 5.799 2.058 0.121
H -3.183 1.993 -0.719 0.101
H -2.265 0.964 0.404 0.071
H -1.695 1.206 -1.242 0.077
```

Results
energy above the lowest of the compared OMol25 structures with the same formula, charge and spin	0.0000	eV
Kohn-Sham gap	8.959	eV
strongest force on any atom	2.602	eV Å⁻¹
2S+1	1
LUMO level	2.630	eV
total charge	-1

=====

The following is a DFT calculation (wB97M-V/def2-TZVPD) of C75H74N5P2Se2SiTl as an isolated structure at a distorted geometry.

```
160
Properties=species:S:1:pos:R:3:lowdin_charge:R:1
Tl 0.102 -0.004 -0.659 0.882
Se 0.858 -1.962 6.161 0.352
P 1.564 -0.075 5.600 0.540
C 3.284 0.138 6.192 -0.343
C 4.111 -0.971 6.090 -0.127
C 5.423 -0.912 6.515 -0.064
C 5.907 0.255 7.082 -0.072
C 5.072 1.350 7.232 -0.078
C 3.759 1.297 6.797 -0.096
C 0.677 1.334 6.335 -0.346
C -0.075 1.109 7.479 -0.094
C -0.686 2.167 8.129 -0.072
C -0.548 3.454 7.634 -0.081
C 0.191 3.679 6.483 -0.076
C 0.806 2.624 5.833 -0.101
C 1.411 0.188 3.823 -0.404
C 2.013 0.212 2.554 -0.381
N 0.982 0.200 1.680 -0.110
N -0.149 0.163 2.347 -0.037
N 0.082 0.156 3.617 0.017
P 3.653 0.343 1.841 0.598
Se 3.724 0.122 -0.262 0.360
C 4.680 -0.918 2.644 -0.338
C 4.118 -2.066 3.180 -0.114
C 4.936 -3.080 3.646 -0.076
C 6.311 -2.939 3.588 -0.082
C 6.873 -1.792 3.048 -0.071
C 6.060 -0.785 2.566 -0.077
C 4.339 1.945 2.388 -0.354
C 4.058 2.376 3.676 -0.079
C 4.478 3.623 4.095 -0.065
C 5.200 4.433 3.234 -0.073
C 5.512 3.988 1.959 -0.072
C 5.071 2.751 1.527 -0.113
H 3.700 -1.892 5.702 0.049
H 6.062 -1.775 6.408 0.104
H 6.930 0.302 7.427 0.103
H 5.450 2.252 7.691 0.104
H 3.109 2.150 6.934 0.100
H -0.180 0.098 7.848 0.061
H -1.269 1.990 9.021 0.105
H -1.018 4.284 8.143 0.103
H 0.289 4.682 6.090 0.105
H 1.386 2.805 4.938 0.084
H 3.045 -2.165 3.250 0.075
H 4.499 -3.975 4.065 0.115
H 6.951 -3.723 3.963 0.105
H 7.946 -1.690 2.998 0.105
H 6.477 0.111 2.125 0.108
H 3.504 1.730 4.341 0.064
H 4.237 3.965 5.091 0.105
H 5.522 5.412 3.558 0.104
H 6.082 4.618 1.293 0.105
H 5.277 2.411 0.521 0.069
C 0.857 -3.674 2.658 -0.055
C 0.677 -3.087 1.255 -0.370
C 1.982 -3.053 0.460 -0.059
C -0.340 -3.859 0.463 -0.148
C -0.222 -5.239 0.395 -0.036
C -1.152 -5.990 -0.296 -0.064
C -2.209 -5.347 -0.903 -0.044
C -2.353 -3.966 -0.861 -0.137
C -3.551 -3.370 -1.559 -0.370
C -4.850 -3.792 -0.866 -0.044
C -3.576 -3.789 -3.031 -0.055
C -1.396 -3.200 -0.179 -0.159
N -1.515 -1.781 -0.071 0.011
C -2.498 -1.388 0.682 -0.103
C -2.963 -0.112 1.106 -0.139
C -3.955 -0.234 2.112 -0.047
C -4.516 0.826 2.763 -0.094
C -4.120 2.118 2.401 -0.066
C -3.214 2.296 1.398 -0.022
C -2.587 1.219 0.707 -0.254
N -1.738 1.498 -0.297 -0.026
C -1.618 2.849 -0.720 -0.208
C -0.653 3.711 -0.171 -0.156
C -0.493 4.993 -0.676 -0.042
C -1.292 5.459 -1.698 -0.073
C -2.290 4.643 -2.188 -0.041
C -2.471 3.350 -1.720 -0.131
C -3.639 2.556 -2.256 -0.362
C -3.625 2.489 -3.783 -0.055
C -4.953 3.168 -1.757 -0.044
C 0.231 3.269 0.964 -0.371
C 1.647 3.095 0.426 -0.068
C 0.230 4.254 2.133 -0.037
H 1.118 -2.894 3.368 0.002
H 1.632 -4.437 2.682 0.082
H -0.075 -4.112 3.010 0.090
H 0.298 -2.071 1.367 0.072
H 2.321 -4.061 0.228 0.089
H 2.771 -2.557 1.019 0.034
H 1.836 -2.507 -0.475 0.031
H 0.596 -5.729 0.903 0.116
H -1.070 -7.067 -0.338 0.104
H -2.953 -5.936 -1.418 0.107
H -3.490 -2.280 -1.516 0.099
H -4.924 -4.875 -0.786 0.078
H -5.706 -3.431 -1.430 0.079
H -4.901 -3.372 0.135 0.071
H -3.641 -4.868 -3.145 0.076
H -2.679 -3.447 -3.543 0.080
H -4.440 -3.348 -3.521 0.069
H -3.088 -2.197 1.124 0.130
H -4.257 -1.232 2.402 0.110
H -5.247 0.671 3.543 0.098
H -4.536 2.973 2.918 0.108
H -2.928 3.300 1.113 0.114
H 0.262 5.643 -0.259 0.111
H -1.165 6.461 -2.085 0.102
H -2.954 5.033 -2.944 0.107
H -3.587 1.540 -1.860 0.104
H -3.719 3.479 -4.219 0.075
H -4.459 1.890 -4.141 0.073
H -2.694 2.045 -4.128 0.063
H -5.092 4.177 -2.140 0.078
H -4.959 3.213 -0.670 0.071
H -5.794 2.558 -2.084 0.078
H -0.150 2.316 1.338 0.086
H 2.004 4.022 -0.022 0.091
H 1.662 2.320 -0.339 -0.005
H 2.330 2.811 1.223 0.049
H 0.851 5.123 1.930 0.077
H 0.623 3.763 3.021 0.058
H -0.782 4.587 2.349 0.083
C 3.983 -2.954 -4.465 -0.073
C 2.936 -3.446 -3.704 -0.072
C 1.850 -2.640 -3.417 -0.103
C 1.789 -1.333 -3.901 -0.286
C 2.841 -0.856 -4.684 -0.091
C 3.932 -1.659 -4.955 -0.077
Si 0.333 -0.198 -3.503 0.790
C -1.403 -0.729 -4.038 -0.277
C -2.507 -0.529 -3.212 -0.134
C -3.793 -0.698 -3.695 -0.113
C -3.991 -1.091 -5.008 -0.082
C -2.900 -1.352 -5.824 -0.073
C -1.617 -1.163 -5.346 -0.102
C 0.596 1.605 -4.031 -0.283
C -0.100 2.121 -5.125 -0.101
C 0.036 3.449 -5.484 -0.075
C 0.864 4.286 -4.754 -0.075
C 1.592 3.777 -3.692 -0.070
C 1.463 2.448 -3.338 -0.104
H 4.838 -3.576 -4.679 0.105
H 2.972 -4.456 -3.326 0.108
H 1.046 -3.028 -2.808 0.100
H 2.794 0.149 -5.078 0.101
H 4.748 -1.266 -5.543 0.105
H -2.348 -0.224 -2.188 0.056
H -4.638 -0.526 -3.042 0.124
H -4.993 -1.197 -5.398 0.111
H -3.047 -1.696 -6.839 0.106
H -0.770 -1.336 -5.994 0.108
H -0.752 1.477 -5.699 0.096
H -0.516 3.836 -6.326 0.105
H 0.946 5.331 -5.012 0.105
H 2.262 4.414 -3.135 0.108
H 2.048 2.052 -2.521 0.073
```

Results
Kohn-Sham gap	6.249	eV
strongest force on any atom	1.365	eV Å⁻¹
2S+1	1
LUMO level	-0.913	eV